C31H54N10O7S | wB97M-V/def2-TZVPD

Calculated values
Kohn-Sham gap, eV: 7.89
Total charge: 0
E_HOMO, eV: -8.2

Geometry (Å):
C: -5.865 2.178 -3.054
O: -4.797 1.769 -3.881
C: -5.128 1.669 -5.262
C: -4.645 0.366 -5.863
C: -3.116 0.217 -5.889
C: -2.577 -0.840 -4.926
C: -1.048 -0.976 -5.065
C: -0.325 -0.005 -4.148
C: 1.205 -0.039 -4.335
C: 2.061 0.106 -3.088
C: 2.014 1.468 -2.383
C: 0.736 1.733 -1.624
C: -0.263 2.561 -2.074
N: -0.177 3.222 -3.313
C: 0.707 4.116 -3.505
C: 1.121 4.421 -4.923
C: 1.395 4.902 -2.429
C: -1.455 2.731 -1.321
C: -1.646 2.093 -0.134
C: -2.935 2.259 0.633
C: -3.887 1.068 0.473
O: -3.843 0.261 1.666
C: -4.216 -1.028 1.477
O: -3.512 -1.855 0.978
C: -0.630 1.237 0.358
N: -0.823 0.602 1.540
C: 0.135 -0.170 1.940
S: -0.205 -0.952 3.502
C: 1.332 -0.384 1.196
C: 2.430 -1.279 1.692
C: 3.419 -0.525 2.576
O: 4.225 -1.146 3.229
N: 3.332 0.900 2.598
C: 4.556 1.509 2.046
C: 3.021 1.362 3.962
N: 1.531 0.223 0.061
C: 0.555 1.061 -0.387
H: -5.449 2.746 -2.220
H: -6.382 1.309 -2.636
H: -6.567 2.835 -3.570
H: -4.695 2.528 -5.786
H: -6.213 1.732 -5.397
H: -5.058 -0.453 -5.271
H: -5.037 0.329 -6.881
H: -2.806 -0.079 -6.895
H: -2.608 1.156 -5.658
H: -2.784 -0.503 -3.905
H: -3.090 -1.796 -5.049
H: -0.815 -0.743 -6.108
H: -0.723 -1.993 -4.836
H: -0.659 1.014 -4.350
H: -0.574 -0.189 -3.099
H: 1.448 -1.021 -4.755
H: 1.487 0.689 -5.100
H: 3.097 -0.031 -3.415
H: 1.876 -0.687 -2.363
H: 2.809 1.459 -1.635
H: 2.267 2.258 -3.089
H: 0.554 5.247 -5.351
H: 2.193 4.603 -4.962
H: 0.909 3.533 -5.516
H: 1.189 5.966 -2.548
H: 1.112 4.597 -1.425
H: 2.477 4.781 -2.526
H: -2.237 3.377 -1.700
H: -2.755 2.379 1.700
H: -3.419 3.161 0.261
H: -3.656 0.480 -0.415
H: -4.906 1.456 0.383
H: -5.224 -1.273 1.840
H: 0.995 -1.262 4.007
H: 2.053 -2.124 2.262
H: 2.996 -1.621 0.824
H: 5.064 2.107 2.804
H: 4.304 2.173 1.219
H: 5.255 0.757 1.682
H: 3.925 1.546 4.549
H: 2.458 0.601 4.500
H: 2.420 2.267 3.901
C: 7.096 -3.206 1.428
O: 6.536 -3.189 0.344
N: 8.222 -3.956 1.654
N: 6.643 -2.484 2.493
H: 8.698 -3.987 2.534
H: 8.573 -4.497 0.888
H: 5.816 -1.928 2.351
H: 7.084 -2.480 3.392
C: -0.684 -2.231 8.282
O: -1.327 -2.401 9.299
N: 0.610 -2.660 8.148
N: -1.203 -1.609 7.175
H: 1.157 -2.531 7.318
H: 1.020 -3.130 8.933
H: -2.150 -1.283 7.231
H: -0.688 -1.467 6.327
C: -1.772 -6.146 5.877
O: -2.024 -7.325 6.043
N: -1.764 -5.241 6.901
N: -1.474 -5.627 4.642
H: -1.556 -4.267 6.780
H: -1.981 -5.580 7.819
H: -1.473 -6.263 3.868
H: -1.270 -4.660 4.480

Atoms 1-2, force components in eV/Å:
C 0.3 0.0 0.3
O 0.0 0.0 -0.1



C31H54N2O2P | wB97M-V/def2-TZVPD

Calculated values
Kohn-Sham gap, eV: 4.30
Total charge: -1
E_HOMO, eV: -2.6

Geometry (Å):
C: 2.506 3.845 3.129
O: 3.819 3.755 2.607
C: 3.939 3.908 1.203
C: 4.098 2.583 0.471
C: 2.783 1.836 0.283
C: 2.925 0.477 -0.404
C: 1.580 -0.268 -0.508
C: 0.920 -0.180 -1.893
C: -0.019 -1.358 -2.194
C: -1.447 -1.110 -1.675
C: -2.225 -2.378 -1.294
C: -3.685 -2.357 -1.752
C: -4.590 -3.348 -1.002
C: -5.919 -2.741 -0.497
C: -5.845 -2.229 0.954
C: -7.223 -2.246 1.650
C: -8.162 -1.029 1.588
C: -8.777 -0.821 0.189
C: -8.982 0.624 -0.180
C: -9.873 1.427 0.532
C: -10.068 2.756 0.191
C: -9.378 3.313 -0.874
C: -8.481 2.530 -1.585
C: -8.290 1.198 -1.238
P: -5.031 -0.710 0.992
O: -3.528 -0.627 0.987
H: 2.316 4.850 3.518
H: 1.749 3.618 2.376
H: 2.408 3.121 3.938
H: 3.077 4.455 0.801
H: 4.818 4.539 1.032
H: 4.540 2.810 -0.506
H: 4.811 1.959 1.018
H: 2.330 1.652 1.263
H: 2.090 2.472 -0.278
H: 3.630 -0.112 0.191
H: 3.357 0.613 -1.400
H: 0.906 0.190 0.221
H: 1.704 -1.314 -0.224
H: 1.688 -0.080 -2.663
H: 0.291 0.718 -1.916
H: -0.044 -1.533 -3.273
H: 0.369 -2.262 -1.714
H: -2.009 -0.577 -2.448
H: -1.388 -0.472 -0.791
H: -2.211 -2.479 -0.206
H: -1.728 -3.264 -1.706
H: -3.697 -2.580 -2.827
H: -4.065 -1.336 -1.644
H: -4.793 -4.205 -1.653
H: -4.057 -3.711 -0.122
H: -6.688 -3.518 -0.539
H: -6.186 -1.944 -1.220
H: -7.785 -3.073 1.194
H: -7.116 -2.519 2.708
H: -8.983 -1.192 2.300
H: -7.678 -0.110 1.925
H: -8.169 -1.306 -0.575
H: -9.755 -1.313 0.163
H: -10.421 0.999 1.364
H: -10.767 3.367 0.750
H: -9.536 4.348 -1.148
H: -7.931 2.949 -2.418
H: -7.579 0.593 -1.790
H: -5.527 -0.004 2.120
H: -5.504 0.098 -0.101
C: 8.263 1.993 2.799
C: 9.172 2.591 1.731
C: 8.404 2.993 0.466
C: 7.742 1.845 -0.150
N: 7.193 0.951 -0.609
H: 7.790 1.076 2.447
H: 8.833 1.750 3.695
H: 7.473 2.691 3.081
H: 9.954 1.878 1.465
H: 9.670 3.480 2.122
H: 9.071 3.437 -0.274
H: 7.637 3.730 0.709
C: 8.463 -4.347 -1.493
C: 7.978 -2.914 -1.674
C: 7.177 -2.392 -0.476
C: 5.981 -3.198 -0.238
N: 5.060 -3.852 -0.050
H: 7.623 -5.036 -1.390
H: 9.053 -4.668 -2.352
H: 9.088 -4.440 -0.602
H: 7.360 -2.844 -2.571
H: 8.832 -2.250 -1.824
H: 6.880 -1.356 -0.646
H: 7.788 -2.417 0.429

Atoms 1-2, force components in eV/Å:
C 0.0 0.0 -0.1
O 0.0 -0.1 0.0